[1]
DFT (ωB97M-V/def2-TZVPD) results for a structure of composition C51H60Cl2CoN4OS.

The geometry in ORCA input format:
```
! RIJCOSX wB97M-V def2-TZVPD def2/J DEFGRID3
* xyz 0 2
Co 1.03061 0.43787 0.21660
C 0.06027 5.62758 -3.19368
C -1.03695 4.60352 -2.89229
C -0.49026 3.24745 -2.57696
C -0.27463 2.20565 -3.41634
C -0.53261 2.12122 -4.88655
C 0.73136 2.32951 -5.72469
C 0.29371 1.14435 -2.61013
N 0.43425 1.53610 -1.31446
C -0.02347 2.82245 -1.27196
C 0.01256 3.64429 -0.16858
C 0.54332 3.29569 1.05919
C 0.65031 4.19912 2.18326
C 0.19554 5.62459 2.19973
C 1.29861 6.59968 1.78261
C 1.27039 3.50313 3.17293
C 1.49259 2.17204 2.65379
C 1.96594 1.12001 3.41380
C 2.04173 -0.19057 2.99039
N 1.77033 -0.62044 1.72615
C 1.92802 -1.97219 1.75765
C 1.86308 -2.80376 0.65584
C 1.61211 -2.38566 -0.63242
N 1.26090 -1.11645 -0.98713
C 1.08383 -1.15264 -2.33667
C 0.62876 -0.09929 -3.10258
C 1.35612 -2.47525 -2.86076
C 1.67146 -3.24989 -1.79255
C 2.07073 -4.69022 -1.77061
C 3.58991 -4.87687 -1.75453
C 1.31392 -2.84928 -4.30826
C 2.55770 -2.38955 -5.07298
C 2.28695 -2.41886 3.08741
C 2.37339 -1.30255 3.85441
C 2.75303 -1.19030 5.29756
C 4.23505 -0.85810 5.48696
C 2.47589 -3.84607 3.49269
C 1.15068 -4.60502 3.59908
N 1.05442 2.07180 1.36493
C 1.68707 3.98548 4.52624
C 3.19697 4.21942 4.62735
H -0.36315 6.61448 -3.38495
H 0.63734 5.32843 -4.06954
H 0.75342 5.70834 -2.35509
H -1.71262 4.52855 -3.74752
H -1.64529 4.95964 -2.05678
H -1.27945 2.86891 -5.16221
H -0.97313 1.14976 -5.12826
H 1.16632 3.31043 -5.52922
H 0.51255 2.25925 -6.79091
H 1.48825 1.58253 -5.48109
H -0.38278 4.64489 -0.27804
H -0.15686 5.87636 3.20318
H -0.66844 5.74306 1.54243
H 2.12391 6.57797 2.49560
H 0.92343 7.62252 1.72851
H 1.70080 6.33000 0.80481
H 2.24054 1.33086 4.43920
H 2.07464 -3.85342 0.81047
H 0.49347 -0.27107 -4.16261
H 1.64906 -5.19529 -2.64234
H 1.63535 -5.18131 -0.89662
H 4.04133 -4.43478 -2.64375
H 3.85703 -5.93398 -1.72534
H 4.02947 -4.38717 -0.88458
H 0.42365 -2.41946 -4.77736
H 1.20967 -3.93269 -4.39732
H 2.68094 -1.30825 -4.99823
H 2.49178 -2.65492 -6.12891
H 3.45560 -2.85108 -4.66011
H 2.52098 -2.12879 5.80599
H 2.14139 -0.42578 5.78325
H 4.86068 -1.64086 5.05598
H 4.48744 -0.76002 6.54365
H 4.48933 0.07702 4.98581
H 2.99066 -3.88057 4.45503
H 3.13405 -4.35187 2.78044
H 0.50499 -4.13838 4.34510
H 1.31218 -5.64387 3.88975
H 0.61550 -4.59438 2.64873
H 1.37893 3.26802 5.29289
H 1.16033 4.91584 4.74997
H 3.74850 3.30643 4.40030
H 3.47864 4.54952 5.62805
H 3.51558 4.97965 3.91318
Cl -2.85320 0.03713 -1.71724
C -2.32753 -1.58995 -2.16134
Cl -1.94533 -2.60771 -0.76373
H -1.42515 -1.49789 -2.75542
H -3.13175 -2.06676 -2.70919
O -1.08674 0.03822 1.14933
S -1.26187 0.00035 2.63503
C -2.51307 -1.28177 2.97469
C -3.95599 -0.96639 2.74100
C -4.45179 -0.83703 1.44673
C -5.78451 -0.52436 1.23917
C -6.64003 -0.35446 2.32035
C -6.15548 -0.49469 3.61170
C -4.81633 -0.79459 3.81941
C -2.12286 1.53295 3.10506
C -3.18802 2.06878 2.18635
C -4.42025 2.44783 2.70757
C -5.39744 2.99455 1.88951
C -5.15357 3.16642 0.53497
C -3.92395 2.79448 0.00887
C -2.94342 2.25613 0.82712
H -2.33235 -1.57498 4.01102
H -2.16082 -2.08815 2.32672
H -3.78038 -0.96014 0.60684
H -6.15527 -0.40877 0.22894
H -7.68211 -0.11305 2.15542
H -6.81855 -0.37116 4.45834
H -4.43825 -0.90700 4.82987
H -1.29586 2.24475 3.18642
H -2.50874 1.35449 4.11219
H -4.62340 2.30157 3.76164
H -6.35329 3.27799 2.31146
H -5.91734 3.58837 -0.10584
H -3.71976 2.92389 -1.04770
H -1.99412 1.95980 0.41040
*
```

Output
HOMO (spin up / spin down)   -0.2343 / -0.2350 Eh
Relative energy (zero: lowest compared OMol25 entry of this formula, charge and spin)   0.00 kcal/mol
Orbital gap (spin up / spin down)   5.849 / 5.882 eV
Expectation value of S²   0.757
LUMO level (spin up / spin down)   -0.527 / -0.512 eV

---

[2]
DFT (ωB97M-V/def2-TZVPD) results for a cluster of 12 separate species, C51H68F4O21 in total in a non-equilibrium geometry.

The geometry in ORCA input format:
```
! RIJCOSX wB97M-V def2-TZVPD def2/J DEFGRID3
* xyz 0 1
C 6.18357 0.42654 4.47390
O 5.30986 1.56268 4.48021
C 4.27207 1.51210 3.54850
O 4.10490 0.62005 2.68962
O 3.50740 2.57851 3.82884
C 2.16457 2.63632 3.25412
H 5.79043 -0.58991 4.45429
H 6.65171 0.41942 5.45822
H 7.00136 0.55254 3.76437
H 1.66639 3.56209 3.54198
H 1.59495 1.77811 3.61063
H 2.16640 2.52711 2.16960
C -1.36201 0.32704 -9.34107
O -0.13437 0.73065 -8.77279
C 0.11038 0.57966 -7.47120
O -0.42827 -0.24260 -6.66098
O 1.08845 1.46056 -7.25294
C 1.94596 1.18193 -6.14389
H -1.75443 -0.57102 -8.86401
H -1.31206 -0.05518 -10.36065
H -2.01699 1.19748 -9.30318
H 1.44451 0.69100 -5.30985
H 2.35150 2.09287 -5.70362
H 2.66525 0.42579 -6.45849
C -0.67347 -5.29915 3.08037
O 0.04809 -4.10071 2.77672
C 0.05467 -3.59685 1.56173
O 0.84658 -2.74488 1.31208
O -0.79627 -4.22666 0.71824
C -0.84361 -3.86965 -0.61988
H -1.70703 -5.12246 2.78261
H -0.58152 -5.48936 4.14970
H -0.26016 -6.08069 2.44281
H -1.64401 -4.36197 -1.17222
H 0.05313 -4.34061 -1.02258
H -0.74924 -2.79218 -0.75499
C -0.72563 -4.20284 7.53946
O -1.08021 -3.69600 6.29228
C -1.12058 -2.26186 6.15381
O -0.83425 -1.47248 7.01264
O -1.52935 -1.99824 4.97073
C -1.48469 -0.65149 4.50010
H 0.19110 -4.78967 7.48185
H -1.44342 -4.92383 7.93068
H -0.85035 -3.50215 8.36504
H -1.92105 0.11773 5.13728
H -2.14109 -0.65698 3.62992
H -0.42546 -0.44932 4.34114
C 2.24636 -1.59543 4.02948
O 2.15366 -0.86285 5.24196
C 2.29655 -1.48539 6.40526
O 2.12633 -2.72219 6.50722
O 2.57381 -0.54587 7.26244
C 2.45892 -0.80529 8.66831
H 1.73047 -2.55504 4.06221
H 3.30344 -1.74069 3.80683
H 1.74908 -1.12508 3.18119
H 2.87721 0.03402 9.22388
H 3.09342 -1.60713 9.04587
H 1.40184 -0.96752 8.87899
C 4.20319 0.77691 -3.32891
O 4.37214 2.00205 -4.09279
C 4.04005 3.19372 -3.54689
O 3.65747 3.33412 -2.36142
O 4.06508 4.12344 -4.47822
C 3.81781 5.47756 -4.18132
H 4.63625 -0.01398 -3.94130
H 3.17226 0.51415 -3.09171
H 4.72583 0.78199 -2.37239
H 4.42275 5.64057 -3.28937
H 2.79637 5.72257 -3.89022
H 4.14276 6.17117 -4.95683
C -3.64377 3.57097 6.02153
O -2.66393 3.92927 5.01291
C -2.40064 3.23870 3.97519
O -2.88246 2.12806 3.76917
O -1.54654 3.90331 3.12255
C -1.09108 3.45258 1.85376
H -4.62346 3.33657 5.60517
H -3.75842 4.35666 6.76829
H -3.32328 2.63928 6.48773
H -2.04982 3.25519 1.37424
H -0.63884 2.47721 2.03333
H -0.51698 4.12467 1.21594
F -3.88444 1.77123 -0.01168
C -4.91973 2.34701 0.63896
C -5.60648 1.64417 1.68171
C -6.61138 2.24484 2.36362
C -7.00720 3.52419 2.02597
C -6.27853 4.27236 1.07529
C -5.30512 3.64447 0.31306
H -5.23807 0.65732 1.92002
H -7.02086 1.72675 3.21820
H -7.93706 3.85108 2.46746
H -6.71744 5.24037 0.88372
H -4.72503 3.98503 -0.53187
F 1.71692 -3.36668 -4.84881
C 0.49274 -3.75095 -4.47962
C 0.15096 -5.11202 -4.48584
C -1.14170 -5.50746 -4.13453
C -2.10815 -4.57069 -3.82620
C -1.75178 -3.23763 -3.77155
C -0.44685 -2.80767 -4.07553
H 0.87296 -5.84549 -4.81318
H -1.36535 -6.56123 -4.21163
H -3.10550 -4.86644 -3.53598
H -2.47173 -2.51353 -3.41978
H -0.11123 -1.78150 -4.04837
F -1.74549 -0.19914 1.01864
C -1.03792 0.07640 -0.09377
C -1.73138 0.20596 -1.31110
C -1.05299 0.37779 -2.49423
C 0.31471 0.66421 -2.33834
C 0.99584 0.45025 -1.13394
C 0.30841 0.29477 0.05648
H -2.73986 -0.17485 -1.24519
H -1.53564 0.43623 -3.45861
H 0.95054 0.96782 -3.15685
H 2.06546 0.58993 -1.18689
H 0.83061 0.19945 0.99702
F 6.96254 -1.87582 -0.55455
C 5.64669 -1.98448 -0.84435
C 4.62391 -1.56635 -0.00376
C 3.28778 -1.82544 -0.43045
C 3.00810 -2.64222 -1.52964
C 4.03309 -3.07616 -2.35933
C 5.35831 -2.73001 -2.04185
H 4.72291 -1.06503 0.94769
H 2.40785 -1.58980 0.14971
H 1.98573 -2.96544 -1.65891
H 3.66649 -3.63208 -3.20960
H 6.19515 -3.09856 -2.61654
C -4.40707 2.17236 -3.75402
C -3.67753 1.38131 -4.63167
C -3.23015 1.82748 -5.88282
C -3.60032 3.09874 -6.32096
C -4.22435 3.94501 -5.42462
C -4.68686 3.53578 -4.15805
H -4.70729 1.79571 -2.78737
H -3.39154 0.40799 -4.26118
H -2.67473 1.20339 -6.56724
H -3.20587 3.54026 -7.22422
H -4.38215 4.98216 -5.68120
H -5.13050 4.23518 -3.46494
*
```

Output
SMILES   COC(=O)OC.COC(=O)OC.COC(=O)OC.COC(=O)OC.COC(=O)OC.COC(=O)OC.COC(=O)OC.Fc1ccccc1.Fc1ccccc1.Fc1ccccc1.Fc1ccccc1.c1ccccc1
HOMO   -0.3218 Eh
Orbital gap   9.346 eV
LUMO level   0.589 eV

---

[3]
DFT (ωB97M-V/def2-TZVPD) results for a cluster of 12 separate species, C51H69F3O21 in total in a non-equilibrium geometry.

The geometry in ORCA input format:
```
! RIJCOSX wB97M-V def2-TZVPD def2/J DEFGRID3
* xyz 0 1
C -3.66724 -2.44944 0.03753
O -3.54532 -1.44752 -0.94591
C -4.50880 -1.38132 -1.86464
O -5.46371 -2.10187 -1.95012
O -4.35158 -0.26787 -2.55151
C -5.26346 0.11186 -3.53333
H -3.21616 -2.13431 0.97455
H -3.17870 -3.36899 -0.28483
H -4.69729 -2.70323 0.29815
H -4.98040 -0.21839 -4.54169
H -5.42118 1.18345 -3.60086
H -6.22417 -0.41202 -3.53809
C 4.84758 -3.58904 -0.86043
O 4.66216 -2.56033 0.10750
C 3.89299 -2.87406 1.17516
O 3.34318 -3.92358 1.32343
O 3.92461 -1.82894 1.96959
C 3.31646 -1.89291 3.26287
H 3.91236 -4.13153 -0.98418
H 5.60813 -4.28121 -0.49266
H 5.23043 -3.18806 -1.79337
H 2.24460 -1.83553 3.10204
H 3.75247 -1.17314 3.94559
H 3.63844 -2.84535 3.69810
C 1.34716 1.09186 4.29024
O 1.70291 -0.14106 4.87003
C 2.12947 -0.25063 6.10999
O 2.42041 0.66711 6.83424
O 2.18582 -1.53127 6.46109
C 2.25779 -1.85195 7.83430
H 1.81600 1.96111 4.75572
H 0.27340 1.24943 4.38778
H 1.64395 1.08659 3.24543
H 2.95586 -2.67849 7.96957
H 1.27433 -2.07686 8.23911
H 2.75601 -1.06579 8.40462
C -1.98286 0.54023 2.08273
O -1.38051 0.71283 0.82038
C -0.11502 0.41655 0.65843
O 0.63264 -0.11854 1.45160
O 0.25592 0.79274 -0.55178
C 1.63487 0.85342 -0.90708
H -2.26631 -0.48232 2.33475
H -2.84038 1.18426 2.25406
H -1.24874 0.80254 2.84872
H 2.14647 1.62396 -0.33080
H 1.64876 0.98440 -1.98424
H 2.10804 -0.09323 -0.63667
C -1.20464 1.88796 -3.37229
O -0.85930 1.43309 -4.68613
C -1.17827 0.21477 -5.05486
O -1.85063 -0.54157 -4.39380
O -0.78346 -0.00047 -6.29347
C -0.88287 -1.30930 -6.84482
H -0.54996 2.74334 -3.23512
H -1.01215 1.11837 -2.62770
H -2.26554 2.13607 -3.43455
H -1.74333 -1.33719 -7.51176
H -1.07650 -2.04446 -6.06403
H 0.04960 -1.54142 -7.34961
C -3.54750 -6.37899 1.48940
O -3.37772 -4.99818 1.80058
C -2.90342 -4.68664 2.99693
O -2.77896 -5.45604 3.90097
O -2.52379 -3.39699 2.98561
C -2.49706 -2.82762 4.29734
H -4.36401 -6.44888 0.77661
H -3.82130 -6.99561 2.34465
H -2.59455 -6.73682 1.10146
H -3.29786 -3.20368 4.93225
H -2.49099 -1.74126 4.32199
H -1.54322 -3.14971 4.72527
C 7.43660 4.23680 -0.83195
O 6.15356 4.47991 -0.25634
C 5.46200 5.55439 -0.57692
O 5.87157 6.47661 -1.20650
O 4.16137 5.51882 -0.21490
C 3.67584 4.50600 0.63895
H 7.69642 5.02870 -1.53475
H 7.50089 3.21551 -1.18465
H 8.18498 4.41781 -0.05652
H 3.98187 3.47586 0.45123
H 2.59373 4.45844 0.49737
H 3.83352 4.75090 1.69028
F -5.98194 2.00097 2.03639
C -6.57376 0.89126 2.50862
C -5.85422 -0.27386 2.66722
C -6.50948 -1.42656 3.11571
C -7.84156 -1.38275 3.44951
C -8.58053 -0.20182 3.28752
C -7.93404 0.92440 2.81782
H -4.80200 -0.27008 2.41269
H -5.89715 -2.29197 3.33274
H -8.28334 -2.31473 3.77804
H -9.63600 -0.09331 3.49159
H -8.42577 1.88249 2.70121
F 0.23282 3.98657 5.30176
C -0.44529 4.12840 4.14115
C -1.76630 4.54520 4.28470
C -2.64655 4.41857 3.22582
C -2.13676 4.04889 1.98861
C -0.80124 3.73409 1.85383
C 0.06874 3.66049 2.94659
H -2.11293 4.86604 5.25751
H -3.67608 4.66075 3.45145
H -2.80747 3.97967 1.14175
H -0.42529 3.25876 0.95423
H 1.10817 3.37175 2.89433
F 2.25446 3.12962 -3.73194
C 2.47650 4.35792 -4.25465
C 3.44917 5.18887 -3.73332
C 3.62280 6.42714 -4.31123
C 2.75515 6.85107 -5.34169
C 1.78462 6.02186 -5.87100
C 1.71772 4.73355 -5.33231
H 4.02860 4.92714 -2.85772
H 4.44270 7.12403 -4.20823
H 2.90550 7.88085 -5.64101
H 1.03972 6.41376 -6.54752
H 1.00354 4.00698 -5.70403
C 3.60836 -0.66900 -5.09092
C 2.48482 -0.20869 -4.41409
C 1.76735 -1.08850 -3.60753
C 2.23499 -2.39475 -3.43233
C 3.29616 -2.90702 -4.18645
C 3.99309 -1.98647 -4.97469
H 4.27536 0.05530 -5.54033
H 2.27097 0.84583 -4.52699
H 0.80056 -0.82525 -3.19524
H 1.74265 -3.03074 -2.70626
H 3.77602 -3.86571 -4.05250
H 4.85568 -2.32634 -5.53664
C 0.38187 -5.65742 -0.91090
C 0.71755 -4.97677 0.22674
C 0.41981 -3.59821 0.29293
C -0.10318 -3.01518 -0.83307
C -0.29756 -3.65834 -2.05008
C 0.00169 -5.03013 -2.10497
H 0.71171 -6.68590 -1.03598
H 1.22582 -5.48932 1.03252
H 0.58491 -3.08930 1.23208
H -0.26154 -1.93951 -0.82778
H -0.60666 -3.16760 -2.96242
H -0.29930 -5.67902 -2.91655
*
```

Output
SMILES   COC(=O)OC.COC(=O)OC.COC(=O)OC.COC(=O)OC.COC(=O)OC.COC(=O)OC.COC(=O)OC.Fc1ccccc1.Fc1ccccc1.Fc1ccccc1.c1ccccc1.c1ccccc1
HOMO   -0.3289 Eh
Orbital gap   9.378 eV
LUMO level   0.429 eV